67
Properties=species:S:1:pos:R:3:mulliken_spin:R:1 method="wB97M-V/def2-TZVPD" e_lumo_ev="-3.80 / -3.75" charge=+1 spin_multiplicity=2 s2=0.75 e_homo_ev="-10.55 / -12.08" energy_ha=-3543.5076
Zr 2.079 0.543 -0.318 0.9013
O 2.141 2.227 1.000 0.0199
N 1.801 3.460 0.675 -0.0005
C 1.751 4.330 1.683 0.0043
C 1.546 5.689 1.396 0.0038
C 1.486 6.156 0.043 0.0076
C 1.400 5.183 -0.950 0.0029
C 1.552 3.791 -0.625 0.0093
S 1.592 2.524 -1.853 -0.0112
H 1.911 3.926 2.666 0.0009
H 1.496 6.368 2.219 0.0001
H 1.424 7.196 -0.176 0.0002
H 1.244 5.377 -2.023 0.0002
F 2.196 -1.979 -0.620 -0.0110
C 2.886 -1.730 -1.806 -0.0958
C 3.314 -0.450 -1.974 0.0943
C 3.899 -0.242 -3.215 0.0400
F 4.400 0.938 -3.550 -0.0007
C 3.902 -1.207 -4.203 0.0033
F 4.439 -0.896 -5.380 0.0000
C 3.488 -2.506 -3.925 0.0014
F 3.667 -3.439 -4.814 0.0001
C 2.877 -2.793 -2.702 -0.0086
F 2.453 -4.021 -2.363 -0.0003
F -4.479 -2.196 -4.856 0.0000
C -3.181 -1.900 -4.935 0.0005
F -3.085 -0.822 -5.749 0.0000
F -2.534 -2.960 -5.548 0.0000
C -2.474 -1.624 -3.606 0.0017
C -2.645 -2.471 -2.499 -0.0002
C -2.060 -2.184 -1.271 -0.0071
C -1.226 -1.054 -1.150 -0.1341
C -1.013 -0.255 -2.294 0.0808
C -1.729 -0.488 -3.448 0.0526
P -0.344 -0.630 0.351 0.1317
C -1.020 0.727 1.277 -0.0492
C -0.897 0.804 2.681 0.0042
C -1.095 2.012 3.347 0.0060
C -1.481 3.125 2.635 -0.0022
C -1.521 3.142 1.218 0.0066
C -1.314 1.899 0.605 0.0144
C -1.970 4.383 3.375 0.0001
F -1.317 5.491 2.905 0.0001
F -1.823 4.283 4.700 0.0000
F -3.263 4.552 3.098 0.0000
C -0.426 -2.135 1.488 -0.0007
C 0.751 -2.770 1.831 -0.0086
C 0.712 -3.827 2.713 0.0030
C -0.444 -4.272 3.269 0.0000
C -1.655 -3.606 2.932 0.0007
C -1.612 -2.575 2.048 -0.0031
C -0.492 -5.427 4.262 0.0000
F 0.718 -6.072 4.377 0.0000
F -1.495 -6.282 4.034 0.0000
F -0.718 -4.894 5.460 0.0000
H -3.245 -3.375 -2.623 0.0002
H -2.126 -2.890 -0.441 -0.0007
H -0.375 0.628 -2.229 -0.0494
H -1.596 0.205 -4.303 0.0037
H -0.555 -0.097 3.188 -0.0043
H -0.957 2.116 4.408 0.0002
H -1.747 4.051 0.658 -0.0006
H -1.414 1.830 -0.444 0.0017
H 1.688 -2.364 1.462 -0.0094
H 1.661 -4.278 2.917 0.0003
H -2.591 -4.043 3.255 0.0001
H -2.554 -2.202 1.717 -0.0002